# 1
DFT (ωB97M-V/def2-TZVPD) results for C3H6N4O as an isolated structure.

Summary:
**E_tot**: -411.991206 hartree
**Charge**: 0
**Energy relative to the best compared isomer or geometry (same formula, charge and spin)**: 571.7 kJ/mol

Geometry (Å):
C1 1.51548 -0.88113 -0.01996
C2 -0.73730 0.00753 -0.01500
C3 -3.00994 0.10604 -0.13634
H1 2.35407 1.17727 -0.09209
H2 0.79953 2.11699 0.83878
H3 1.03013 -1.94526 -0.01334
H4 3.38459 -1.37433 -0.20699
H5 -0.93320 -1.13450 0.13117
H6 -3.64534 1.01306 0.36281
N1 1.04331 1.40915 -0.17727
N2 0.56921 0.22916 -0.10748
N3 2.70976 -0.65061 -0.17075
N4 -1.73966 0.94600 -0.29396
O1 -3.34064 -1.01938 -0.09957

Force components x, y, z for each atom (eV/Å):
-3.4 -2.1 -0.5
-3.6 -0.1 -2.1
-0.1 6.7 3.1
-4.6 0.7 -0.4
0.8 -3.0 -3.6
0.6 2.1 0.2
0.3 -0.9 0.1
-0.1 2.2 -0.2
0.0 -2.0 -1.5
6.1 7.3 2.7
-0.4 -5.0 1.8
1.3 2.0 0.1
2.4 -6.2 1.1
0.6 -1.6 -0.9

***

# 2
DFT (ωB97M-V/def2-TZVPD) results for a single C5H3N3 molecule.

Summary:
**E_tot**: -356.370750 hartree
**Charge**: 0
**Energy relative to the best compared isomer or geometry (same formula, charge and spin)**: 528.5 kJ/mol

Geometry (Å):
C1 -1.43948 -2.91110 2.75811
C2 -0.92092 -1.81845 2.09413
C3 0.31192 0.27922 -0.45831
C4 0.51148 0.14785 0.78575
C5 0.00972 0.57592 -1.70614
N1 -2.17209 -3.69802 3.19919
N2 0.53419 0.03921 2.01911
N3 -0.02420 -1.04157 2.63686
H1 0.51599 1.45335 -2.05257
H2 -0.54701 0.00993 -2.33147
H3 0.35506 -1.23341 3.65675

Force components x, y, z for each atom (eV/Å):
-1.1 -0.5 1.0
1.1 1.4 -1.0
-0.4 -0.2 -0.3
-0.9 -0.5 -0.1
2.5 1.5 2.8
0.6 0.0 -0.1
1.4 1.3 0.3
-0.6 -2.8 2.6
-0.1 0.5 -0.6
-1.7 -1.8 -1.8
-0.7 1.0 -2.7

***

# 3
DFT (ωB97M-V/def2-TZVPD) results for a single C4H3N3O molecule.

Summary:
**E_tot**: -393.595295 hartree
**Charge**: 0
**Energy relative to the best compared isomer or geometry (same formula, charge and spin)**: 325.9 kJ/mol
**SMILES string**: c1cn2nncc2o1

Geometry (Å):
C1 -1.73424 0.05052 -0.14064
C2 -0.96442 1.14201 -0.04149
N1 0.32037 0.62889 0.20929
N2 1.59611 1.12423 -0.07684
N3 2.19651 0.09681 -0.09427
C3 1.49596 -1.09705 -0.06174
C4 0.24391 -0.74917 0.16696
O1 -1.08098 -1.06996 -0.08852
H1 -2.76214 -0.16672 0.25118
H2 -1.35296 2.09240 -0.13428
H3 2.04188 -2.05193 0.01036

Force components x, y, z for each atom (eV/Å):
-3.4 1.7 1.6
0.1 -2.1 0.1
-2.8 2.5 -1.1
-5.0 2.3 1.4
6.7 -5.7 -1.1
3.1 -1.6 0.5
-2.6 2.5 -1.1
3.8 -3.4 1.2
0.5 1.1 -1.5
0.1 2.0 0.2
-0.5 0.8 -0.4

***

# 4
DFT (ωB97M-V/def2-TZVPD) results for a single C4H5NO molecule.

Summary:
**E_tot**: -285.351861 hartree
**Charge**: 0
**Energy relative to the best compared isomer or geometry (same formula, charge and spin)**: 164.7 kJ/mol
**SMILES string**: C#CCNC=O

Geometry (Å):
C1 1.64517 -2.14056 -0.35580
C2 1.13947 -1.04847 -0.37344
C3 0.52534 0.28206 -0.36718
N1 -0.58966 0.33778 0.56264
C4 -1.60100 1.22356 0.38156
O1 -1.65618 2.02229 -0.53259
H1 2.09628 -3.10880 -0.35386
H2 0.14031 0.53954 -1.35931
H3 1.28126 1.03847 -0.11785
H4 -0.59889 -0.28379 1.35618
H5 -2.38210 1.13793 1.15964

Force components x, y, z for each atom (eV/Å):
-0.2 0.5 0.0
0.2 -0.5 0.0
0.1 0.0 -0.1
-0.1 0.0 0.0
0.0 0.1 -0.1
0.0 -0.3 0.3
-0.1 0.2 0.0
0.1 -0.1 0.1
-0.1 -0.1 0.0
0.0 0.1 -0.1
0.1 0.0 -0.1

***

# 5
DFT (ωB97M-V/def2-TZVPD) results for a 2-piece molecular cluster, C4H9N overall.

Summary:
**E_tot**: -212.481468 hartree
**Charge**: 0
**Energy relative to the best compared isomer or geometry (same formula, charge and spin)**: 183.0 kJ/mol
**SMILES string**: C=CN.C=C

Geometry (Å):
C1 3.32795 0.64183 -2.37528
C2 3.92621 1.66276 -1.74108
N1 3.97774 2.94366 -2.29065
H1 2.89872 0.72164 -3.35812
H2 3.38331 -0.29505 -1.83944
H3 4.17458 1.71198 -0.68859
H4 4.68231 3.58270 -1.98890
H5 3.71792 3.01417 -3.27385
C3 -4.44524 -2.33291 3.32875
C4 -5.44176 -2.38096 2.47808
H6 -4.16859 -1.34525 3.69073
H7 -4.04243 -3.11318 3.95499
H8 -5.99192 -1.57045 2.00755
H9 -5.99879 -3.24094 2.09582

Force components x, y, z for each atom (eV/Å):
1.1 0.0 1.5
-1.1 1.1 -1.0
-0.5 -0.2 -0.6
0.1 -0.1 -0.2
-0.5 -0.2 -0.3
0.5 -0.8 0.0
0.2 0.1 0.1
0.3 0.1 0.5
-0.3 1.2 1.2
-1.8 -0.9 -1.3
0.3 0.0 -0.3
0.0 -0.6 -0.6
0.9 0.9 0.4
0.8 -0.6 0.6

***

# 6
DFT (ωB97M-V/def2-TZVPD) results for an isolated ion of composition C6H17N2 and charge +1.

Summary:
**E_tot**: -348.055488 hartree
**Charge**: +1
**Energy relative to the best compared isomer or geometry (same formula, charge and spin)**: 92.8 kJ/mol
**SMILES string**: CCNC[C@H]([NH3+])CC

Geometry (Å):
C1 1.23993 3.35403 -0.98315
C2 1.00784 1.91464 -0.55912
N1 -0.27283 1.40572 -1.01773
C3 -0.32119 -0.02263 -1.13791
C4 0.03748 -0.86938 0.08140
N2 -0.02839 -2.29352 -0.46252
C5 -0.90976 -0.79858 1.26520
C6 -0.96732 -2.03905 2.19137
H1 2.32433 3.47079 -0.96343
H2 0.76045 4.18730 -0.47128
H3 0.89505 3.49333 -2.01007
H4 1.13086 1.83466 0.52987
H5 1.82381 1.32490 -0.98030
H6 -1.05301 1.83070 -0.54341
H7 -1.31454 -0.27093 -1.52744
H8 0.42649 -0.30191 -1.88529
H9 1.03811 -0.69338 0.44776
H10 -0.94697 -2.66411 -0.65267
H11 0.44109 -2.28261 -1.36939
H12 0.47835 -2.99800 0.07026
H13 -1.94827 -0.65710 0.94053
H14 -0.68560 0.08406 1.85726
H15 -1.61448 -2.76777 1.70417
H16 -1.55502 -1.78761 3.06757
H17 0.01361 -2.45355 2.40832

Force components x, y, z for each atom (eV/Å):
0.4 0.1 -0.8
-0.2 0.8 0.6
0.5 -0.4 0.0
-0.1 0.8 -0.2
-1.5 -0.6 0.7
1.5 -0.2 -0.7
-0.9 0.0 0.6
-0.4 0.5 -1.0
-0.1 0.6 0.0
0.0 -0.4 0.7
0.3 -0.3 -0.1
0.0 -0.1 0.1
-0.2 -0.2 -0.3
-0.2 -0.1 0.1
0.1 -0.3 0.2
0.0 0.1 -0.4
0.5 -0.2 -0.3
-0.7 0.2 0.2
0.1 0.0 -0.2
-0.1 0.1 0.5
0.2 0.2 -0.3
0.3 0.2 -0.1
0.3 -0.5 -0.1
0.5 0.1 0.4
0.0 -0.1 0.4

***

| no. | LUMO (eV) |
| --- | --- |
| 1 | 0.2 |
| 2 | -1.3 |
| 3 | 0.8 |
| 4 | 0.8 |
| 5 | 1.3 |
| 6 | -3.5 |